Entry 1:
{"formula": "C3H11N2", "method": "ωB97M-V/def2-TZVPD", "species": ["C", "N", "H", "H", "H", "H", "H", "H", "C", "C", "N", "H", "H", "H", "H", "H"], "coordinates": [[1.100, 0.517, -1.778], [-0.405, 0.626, -1.451], [1.262, 1.351, -2.459], [1.206, -0.442, -2.251], [1.629, 0.554, -0.825], [-0.791, 1.451, -1.908], [-0.892, -0.179, -1.857], [-0.754, 0.615, -0.470], [0.550, -1.424, 1.722], [0.022, -0.192, 1.627], [-1.324, 0.073, 1.347], [-0.172, -2.244, 1.731], [1.552, -1.637, 1.379], [0.729, 0.612, 1.853], [-1.980, -0.629, 1.681], [-1.731, 0.947, 1.659]], "mulliken_charge": [-0.635, -0.253, 0.343, 0.301, 0.252, 0.414, 0.376, 0.265, -0.757, -0.107, -0.664, 0.255, 0.286, 0.458, 0.224, 0.242], "e_homo_ev": -12.59, "charge": 1, "e_tot_ha": -230.124001, "lumo_ha": -0.1274}

***

Entry 2:
{"formula": "C51H54FInN8O6S", "method": "ωB97M-V/def2-TZVPD", "species": ["In", "C", "C", "C", "C", "C", "C", "H", "H", "H", "H", "H", "H", "F", "C", "C", "C", "C", "O", "C", "C", "N", "C", "C", "C", "C", "C", "C", "N", "C", "C", "N", "C", "C", "C", "O", "O", "H", "H", "H", "H", "H", "H", "H", "H", "H", "H", "H", "H", "H", "H", "H", "H", "H", "H", "C", "O", "C", "C", "C", "C", "C", "C", "N", "C", "N", "C", "C", "C", "C", "C", "C", "O", "C", "N", "C", "C", "C", "C", "C", "C", "O", "C", "H", "H", "H", "H", "H", "H", "H", "H", "H", "H", "H", "H", "H", "H", "H", "H", "H", "H", "H", "H", "H", "H", "C", "C", "C", "C", "N", "C", "S", "N", "C", "H", "H", "H", "H", "H", "H", "H", "H"], "coordinates": [[-1.983, 0.789, -0.495], [-2.558, 3.302, 2.678], [-3.652, 2.551, 2.269], [-3.737, 1.204, 2.600], [-2.734, 0.617, 3.363], [-1.638, 1.367, 3.771], [-1.546, 2.707, 3.422], [-2.506, 4.354, 2.431], [-4.450, 3.021, 1.711], [-4.589, 0.616, 2.285], [-2.817, -0.423, 3.659], [-0.860, 0.912, 4.372], [-0.690, 3.288, 3.748], [2.691, -1.198, 4.303], [1.775, -1.990, 3.705], [0.911, -1.429, 2.814], [-0.031, -2.219, 2.149], [-0.983, -1.595, 1.236], [-0.816, -0.382, 0.968], [-2.013, -2.447, 0.747], [-1.924, -3.788, 0.975], [-0.956, -4.387, 1.704], [-0.898, -5.835, 1.754], [0.329, -6.507, 1.212], [-0.959, -6.570, 0.452], [-0.041, -3.599, 2.384], [0.845, -4.151, 3.318], [1.758, -3.364, 4.006], [2.599, -3.938, 4.975], [3.225, -5.232, 4.768], [2.907, -6.126, 5.978], [2.688, -5.220, 7.162], [3.672, -4.088, 7.149], [3.299, -3.149, 5.985], [-3.253, -1.980, -0.002], [-4.039, -2.823, -0.384], [-3.399, -0.701, -0.108], [0.966, -0.369, 2.595], [-2.684, -4.426, 0.541], [-1.399, -6.268, 2.611], [0.684, -7.403, 1.705], [1.113, -5.868, 0.826], [-1.506, -7.501, 0.420], [-1.041, -5.973, -0.447], [0.788, -5.211, 3.523], [4.309, -5.112, 4.671], [2.872, -5.700, 3.855], [3.729, -6.799, 6.210], [1.999, -6.709, 5.838], [2.735, -5.745, 8.033], [1.754, -4.818, 7.081], [4.660, -4.524, 7.027], [3.640, -3.568, 8.103], [4.213, -2.682, 5.610], [2.644, -2.358, 6.341], [-1.430, 2.988, -5.801], [-0.362, 2.927, -4.855], [0.413, 4.041, -4.730], [0.576, 4.979, -5.745], [1.440, 6.052, -5.581], [2.150, 6.205, -4.403], [1.962, 5.298, -3.374], [1.087, 4.227, -3.515], [0.951, 3.336, -2.415], [-0.196, 2.929, -1.804], [-1.316, 3.504, -2.259], [-2.695, 3.350, -1.975], [-3.264, 2.356, -1.195], [-4.652, 2.294, -1.065], [-5.453, 3.249, -1.662], [-4.884, 4.266, -2.426], [-3.516, 4.305, -2.606], [-2.851, 5.192, -3.407], [-3.537, 6.357, -3.855], [-0.152, 2.072, -0.787], [1.112, 1.809, -0.179], [1.624, 0.512, -0.183], [2.831, 0.197, 0.416], [3.572, 1.198, 1.031], [3.093, 2.495, 1.035], [1.871, 2.817, 0.449], [1.568, 4.143, 0.434], [0.246, 4.591, 0.747], [-2.071, 2.137, -5.588], [-1.063, 2.922, -6.828], [-2.003, 3.909, -5.681], [0.044, 4.860, -6.678], [1.560, 6.764, -6.387], [2.835, 7.033, -4.275], [2.483, 5.416, -2.430], [1.799, 3.111, -1.922], [-1.163, 4.209, -2.968], [-5.098, 1.484, -0.500], [-6.529, 3.207, -1.553], [-5.522, 5.009, -2.882], [-2.888, 6.825, -4.589], [-3.709, 7.044, -3.025], [-4.487, 6.114, -4.329], [1.044, -0.248, -0.689], [3.202, -0.821, 0.384], [4.518, 0.972, 1.507], [3.659, 3.296, 1.495], [0.330, 5.323, 1.549], [-0.394, 3.776, 1.069], [-0.194, 5.075, -0.126], [1.792, -1.776, -6.166], [1.284, -1.836, -4.766], [1.784, -2.644, -3.788], [1.218, -2.553, -2.500], [0.188, -1.775, -2.226], [-0.346, -1.020, -3.204], [-1.727, -0.086, -3.011], [0.251, -1.026, -4.436], [1.802, -3.346, -1.373], [2.653, -2.426, -6.289], [2.080, -0.755, -6.426], [1.014, -2.094, -6.863], [2.606, -3.315, -3.991], [-0.127, -0.384, -5.121], [1.852, -4.402, -1.643], [1.209, -3.213, -0.469], [2.823, -3.006, -1.184]], "mulliken_charge": [1.066, -0.309, -0.444, -0.490, -0.428, -0.322, -0.445, 0.418, 0.524, 0.345, 0.432, 0.477, 0.434, -0.420, -0.657, -0.701, 1.205, 0.993, -0.716, 0.001, -0.657, 0.460, -0.413, -0.327, -0.874, -0.265, -0.421, -1.081, 0.233, -0.816, -0.733, -0.131, -0.725, -0.702, -0.004, -0.745, -0.485, 0.914, 0.798, 0.441, 0.301, 0.162, 0.283, 0.247, 0.921, 0.331, 0.536, 0.386, 0.430, 0.352, 0.364, 0.355, 0.394, 0.393, 0.496, -0.977, 0.033, 0.533, -0.936, -0.733, -0.814, -0.676, 0.546, 0.556, -0.601, 0.815, -0.595, 0.573, -1.114, -1.277, -0.438, 1.021, -0.418, -1.051, 0.993, -0.662, 0.416, -0.596, -0.967, -0.384, 0.285, -0.509, -0.462, 0.275, 0.336, 0.315, 0.425, 0.440, 0.415, 0.503, 0.384, 0.228, 0.657, 0.447, 0.364, 0.266, 0.380, 0.379, -0.366, 0.471, 0.451, 0.526, 0.449, -0.054, 0.177, -1.419, 0.901, -1.399, 1.254, 0.006, 0.036, -0.384, 0.109, -1.142, 0.373, 0.363, 0.366, 0.475, 0.191, 0.589, -0.058, 0.332], "e_homo_ev": -11.32, "charge": 2, "e_tot_ha": -3553.086771, "lumo_ha": -0.1720}

***

Entry 3:
{"formula": "C2H4N4S", "method": "ωB97M-V/def2-TZVPD", "species": ["C", "C", "N", "N", "N", "N", "S", "H", "H", "H", "H"], "coordinates": [[0.458, -1.650, 0.010], [0.911, -0.237, 0.031], [-0.845, -1.695, 0.110], [-1.284, -0.477, 0.028], [-0.272, 0.476, -0.002], [-0.467, 1.793, 0.001], [2.404, 0.386, 0.129], [1.128, -2.591, -0.018], [-2.229, -0.321, -0.005], [-0.219, 2.113, -0.903], [0.413, 2.204, 0.620]], "mulliken_charge": [-0.144, 0.105, -0.539, 0.150, 0.634, -0.935, -0.420, 0.348, 0.203, 0.286, 0.312], "e_homo_ev": -8.07, "smiles": "Nn1[nH]ncc1=S", "charge": 0, "e_tot_ha": -695.717544, "lumo_ha": 0.0273}

***

Entry 4:
{"formula": "C2H3NOS2", "method": "ωB97M-V/def2-TZVPD", "species": ["C", "C", "N", "O", "S", "S", "H", "H", "H"], "coordinates": [[-0.672, -0.395, 0.138], [0.289, 0.770, 0.034], [0.025, -1.572, 0.124], [1.346, -1.431, -0.275], [-2.240, -0.373, 0.277], [1.921, 0.003, 0.464], [0.240, 1.271, -0.897], [0.036, 1.524, 0.663], [-0.099, -2.470, 0.533]], "mulliken_charge": [0.228, -0.484, -0.015, -0.287, -0.360, 0.028, 0.311, 0.369, 0.210], "e_homo_ev": -8.84, "smiles": "S=C1CSON1", "charge": 0, "e_tot_ha": -1004.273896, "lumo_ha": -0.0031}

***

Entry 5:
{"formula": "C5H13BN", "method": "ωB97M-V/def2-TZVPD", "species": ["B", "C", "C", "C", "C", "C", "N", "H", "H", "H", "H", "H", "H", "H", "H", "H", "H", "H", "H", "H"], "coordinates": [[1.787, -0.236, -0.034], [0.849, 1.007, 0.262], [-0.820, -1.519, -0.148], [-0.547, 0.940, -0.313], [3.351, -0.445, -0.029], [-2.729, -0.025, -0.018], [-1.336, -0.218, 0.225], [0.892, 1.150, 1.328], [1.360, 1.812, -0.096], [-1.299, -1.842, -1.083], [-0.702, -2.424, 0.509], [-1.084, 1.882, 0.092], [-0.538, 1.084, -1.464], [3.601, -1.102, 0.703], [3.909, 0.556, 0.159], [3.684, -0.828, -0.930], [-3.442, -0.286, 0.904], [-2.881, 1.089, -0.282], [-2.966, -0.540, -0.952], [-1.091, -0.054, 1.168]], "mulliken_charge": [0.262, -1.050, -0.715, -0.531, -0.845, -0.727, 0.179, 0.423, 0.503, 0.243, 0.266, 0.429, 0.342, 0.353, 0.317, 0.344, 0.312, 0.321, 0.299, 0.275], "e_homo_ev": [-11.79, -12.15], "charge": 1, "e_tot_ha": -277.487251, "lumo_ha": [-0.1565, -0.1516]}

***

Entry 6:
{"formula": "C27H24BrN4O6Pt", "method": "ωB97M-V/def2-TZVPD", "species": ["Pt", "C", "O", "C", "C", "C", "C", "C", "C", "N", "N", "C", "O", "C", "C", "C", "C", "C", "C", "C", "O", "H", "H", "H", "H", "H", "H", "H", "H", "H", "H", "H", "H", "N", "C", "N", "C", "C", "O", "C", "C", "H", "H", "H", "H", "H", "H", "H", "H", "Br", "C", "C", "C", "C", "C", "C", "C", "O", "O", "H", "H", "H", "H"], "coordinates": [[0.127, 0.097, -0.227], [-3.905, -1.451, -0.024], [-4.474, -0.271, 0.557], [-3.956, 0.945, 0.201], [-4.849, 1.980, 0.061], [-4.415, 3.267, -0.278], [-3.080, 3.477, -0.512], [-2.135, 2.444, -0.380], [-0.757, 2.787, -0.680], [0.233, 1.985, -0.623], [1.521, 2.472, -0.890], [2.349, 1.472, -0.972], [2.016, 0.222, -0.947], [3.801, 1.770, -1.121], [4.688, 0.720, -1.327], [6.053, 0.962, -1.399], [6.538, 2.256, -1.274], [5.651, 3.310, -1.096], [4.288, 3.069, -1.018], [-2.553, 1.156, 0.053], [-1.765, 0.176, 0.387], [-4.655, -2.229, 0.114], [-2.971, -1.736, 0.447], [-3.727, -1.307, -1.092], [-5.899, 1.767, 0.221], [-5.127, 4.077, -0.364], [-2.723, 4.460, -0.801], [-0.525, 3.806, -0.984], [4.289, -0.281, -1.420], [6.742, 0.139, -1.548], [7.605, 2.440, -1.308], [6.024, 4.323, -1.014], [3.580, 3.874, -0.876], [0.057, 1.306, 2.555], [-0.101, 0.508, 3.375], [-0.230, -0.460, 4.294], [-1.456, -0.456, 5.098], [-1.301, 0.507, 6.261], [-0.150, 0.189, 7.035], [1.040, 0.218, 6.256], [0.956, -0.767, 5.105], [-1.596, -1.469, 5.479], [-2.300, -0.190, 4.464], [-2.153, 0.439, 6.937], [-1.225, 1.534, 5.882], [1.860, -0.030, 6.929], [1.198, 1.227, 5.854], [0.833, -1.781, 5.485], [1.846, -0.729, 4.479], [6.558, -1.023, 2.338], [4.815, -1.536, 1.762], [3.745, -0.700, 2.023], [2.476, -1.088, 1.611], [2.276, -2.287, 0.942], [3.370, -3.111, 0.704], [4.646, -2.746, 1.110], [0.902, -2.773, 0.517], [0.711, -3.986, 0.529], [0.013, -1.904, 0.209], [3.897, 0.244, 2.531], [1.631, -0.441, 1.814], [3.202, -4.058, 0.207], [5.491, -3.397, 0.933]], "mulliken_charge": [1.118, -0.662, -0.511, 0.273, -0.431, -0.650, -1.021, 0.609, -0.117, 0.528, -1.115, 0.337, -0.701, 0.401, -0.254, -0.632, -0.398, -0.560, -0.325, 0.517, -0.788, 0.289, 0.212, 0.285, 0.414, 0.366, 0.312, 0.372, 0.429, 0.399, 0.377, 0.368, 0.437, -0.578, 0.520, 0.037, -0.627, -0.479, -0.404, -0.573, -0.276, 0.337, 0.347, 0.371, 0.303, 0.392, 0.316, 0.333, 0.035, -0.217, -0.261, -0.405, 0.652, 0.314, -0.759, -0.493, 0.139, -0.746, -0.693, 0.560, 0.057, 0.481, 0.440], "e_homo_ev": -4.75, "charge": -1, "e_tot_ha": -4407.160053, "lumo_ha": 0.0890}